P.
{
  "formula": "C2H6N2S2",
  "method": "ωB97M-V/def2-TZVPD",
  "symbols": ["H", "H", "S", "H", "H", "S", "N", "C", "H", "N", "C", "H"],
  "coordinates": [[-1.7195, -2.4522, -0.4056], [0.7972, 1.5188, 0.7810], [1.4536, 1.8667, -0.3425], [-3.0475, -1.0460, -0.7810], [-0.6047, -0.8713, -1.9296], [0.1464, -1.1549, 1.2194], [0.5175, 0.8257, -1.3595], [-2.2126, -1.3837, 0.0209], [-2.5794, -1.3634, 0.9202], [-1.0035, -0.5575, 0.1880], [-0.3676, -0.1049, -1.0994], [0.4365, -0.1220, 2.0564]],
  "gap_ev": 9.4,
  "homo_energy_ev": -8.86,
  "spin_multiplicity": 1,
  "lumo_ev": 0.545
}

=====

Q.
{
  "formula": "C2H6N2S2",
  "method": "ωB97M-V/def2-TZVPD",
  "symbols": ["C", "H", "C", "H", "H", "N", "S", "S", "H", "H", "H", "N"],
  "coordinates": [[-0.7226, 1.2397, 1.4659], [-1.1937, 2.3922, 1.8169], [0.2241, -0.6774, 0.0221], [-0.2113, -0.7264, -2.8169], [-1.3417, 0.3269, 1.7799], [0.7681, -0.5659, -2.1328], [-0.1642, -1.5317, 1.3376], [-0.3554, 1.0476, -0.2128], [1.0833, -2.2685, -0.7304], [0.2547, 1.2659, 2.1136], [0.8162, 0.7317, -1.6725], [0.8424, -1.2340, -0.9707]],
  "gap_ev": 8.9,
  "homo_energy_ev": -8.41,
  "spin_multiplicity": 1,
  "lumo_ev": 0.483
}

=====

R.
{
  "formula": "C2H6N2S2",
  "method": "ωB97M-V/def2-TZVPD",
  "symbols": ["N", "C", "S", "H", "H", "S", "N", "H", "H", "H", "H", "C"],
  "coordinates": [[-0.7424, 1.1179, -1.4490], [0.9713, -0.7207, 1.2009], [0.8172, 2.1451, 0.4282], [0.5167, -0.2586, 2.0880], [1.0210, -1.8268, 1.2776], [-0.7964, -1.6204, -0.7005], [0.2051, -0.4123, 0.0044], [-0.9443, 2.1135, -1.6910], [1.9896, -0.3297, 1.0809], [-1.8844, -1.4963, 0.1103], [-1.2132, 0.3818, -1.9525], [0.0598, 0.9067, -0.3972]],
  "gap_ev": 8.7,
  "homo_energy_ev": -8.27,
  "spin_multiplicity": 1,
  "lumo_ev": 0.432
}

=====

Calculated relative energies: P 3.254; Q 4.495; R 0.000, given in eV